Entry 1:
# C4H4N

An isolated ion of composition C4H4N and charge +1 in a non-equilibrium geometry (ωB97M-V/def2-TZVPD, OMol25).

Output
ΔE to the lowest compared entry with this formula, charge and spin: 139.19 kJ/mol
Multiplicity: 1
Kohn-Sham gap: 9.08 eV
HOMO: -14.925 eV
Net charge: +1
Structure (SMILES): C#[N+]C1=CC1

The geometry in XYZ format:
```
9
Properties=species:S:1:pos:R:3:nbo_charge:R:1
C 0.026 0.222 -0.290 0.051
C -2.496 -0.137 0.155 0.467
H -3.498 -0.404 0.172 0.288
H 1.476 -0.822 0.996 0.220
C 1.139 0.898 -0.108 -0.005
H 1.818 -1.022 -0.903 0.239
H 1.740 1.724 0.302 0.282
C 1.257 -0.586 -0.059 -0.373
N -1.462 0.125 -0.265 -0.169
```

=====

Entry 2:
# C39H61BBrN8O13P2

A 4-piece molecular cluster, C39H61BBrN8O13P2 overall in a non-equilibrium geometry (ωB97M-V/def2-TZVPD, OMol25).

Output
Multiplicity: 1
Kohn-Sham gap: 8.17 eV
HOMO: -11.024 eV
Net charge: +1

The geometry in XYZ format:
```
125
Properties=species:S:1:pos:R:3:mulliken_charge:R:1
H 5.902 1.266 4.768 0.252
C 0.873 0.530 -2.705 -0.285
H 0.066 -0.421 4.630 0.428
N -7.556 -6.601 -5.904 0.975
H 1.556 0.507 4.146 0.268
H -0.205 6.331 4.057 0.385
H 1.850 2.706 2.940 0.447
O 4.188 -0.605 4.312 -0.403
H 1.328 3.200 -3.167 0.408
H 2.143 1.104 -1.021 0.208
C -4.422 -4.627 -4.844 -0.196
H -0.794 5.398 0.382 0.273
H -7.136 -8.933 -7.165 0.431
H 3.011 2.299 -5.938 0.469
H 4.587 -2.285 9.972 0.381
C 4.460 -0.641 -6.745 -0.590
H 6.903 0.096 5.741 0.286
H -8.755 -10.174 -8.542 0.370
H 5.892 -1.798 4.781 0.252
H 2.633 -0.108 -5.752 0.479
P 3.595 -0.380 5.813 0.872
H 2.960 -1.172 8.256 0.099
O -7.931 -5.562 -5.389 -0.569
C -0.079 2.305 5.441 0.101
H 1.544 -0.327 -2.806 0.317
H -1.949 -0.098 8.542 0.455
C -0.532 0.043 -2.275 -1.064
C 1.424 1.605 -1.691 0.319
C -1.290 -0.090 7.664 0.004
H 5.600 -2.702 8.512 0.312
B 0.725 1.151 7.358 0.924
H -2.175 4.459 2.633 0.449
H 0.564 1.882 -1.068 -0.281
C -1.041 4.166 5.684 0.377
C 0.421 5.719 2.111 0.016
C 2.542 3.947 -1.554 -0.902
H -2.465 5.383 4.068 0.521
O -0.687 0.491 2.482 -0.527
N 0.527 1.211 5.846 0.559
C 3.746 1.617 -6.341 -0.359
N 5.113 3.522 -7.097 1.013
H 1.260 6.398 2.347 0.481
O 1.679 1.908 7.988 -0.742
C 2.056 2.781 -2.457 -0.741
C 1.246 5.854 -0.324 -1.084
H 7.280 0.487 4.015 0.382
H -1.280 6.937 2.766 0.484
O 3.689 1.047 6.126 -0.659
H 0.988 6.367 -1.262 0.386
N -0.815 2.821 1.453 -0.359
C -0.707 6.069 3.109 -0.634
C 4.056 -1.202 8.188 0.054
H 1.452 -1.431 6.543 0.376
C 5.612 -0.171 -7.363 -0.349
N -1.041 3.918 4.403 0.027
H -1.184 0.868 -1.953 0.389
O -0.687 -1.869 -5.530 -0.593
N -0.458 3.186 6.385 -0.512
H 2.938 2.381 -2.982 0.295
H -10.069 -5.868 -6.500 0.433
C 0.965 0.101 4.977 -0.795
C -4.891 -4.340 -6.117 -0.056
H -1.737 0.619 6.957 0.109
H -2.451 -2.240 -7.155 0.463
H -0.373 -2.023 7.641 0.284
N -1.271 -2.629 -4.777 1.010
C -8.510 -7.331 -6.747 0.089
H 6.730 1.555 -7.958 0.444
H 0.719 1.074 -3.648 0.239
H -1.093 -1.655 6.077 0.209
C 6.487 0.343 4.759 -0.991
H -4.553 -3.256 -7.939 0.369
C -3.238 -4.063 -4.398 -0.495
H 0.417 3.971 -0.918 0.263
H 3.935 -3.288 8.622 0.324
O -6.442 -7.075 -5.763 -0.564
C -4.183 -3.480 -6.947 -0.731
H 1.248 2.716 8.306 0.324
H -2.874 -4.292 -3.406 0.425
C -8.128 -8.533 -7.318 -0.255
C -2.999 -2.909 -6.506 -0.188
O 0.010 0.304 8.157 -0.390
H 5.864 -1.009 3.228 0.405
H 1.593 3.856 0.381 -0.387
C 3.532 0.256 -6.234 -0.329
H -0.999 -0.480 -3.117 0.081
C -9.038 -9.231 -8.095 -0.499
C 1.393 4.340 -0.581 0.561
O 4.448 -1.321 6.786 -0.346
H 1.932 -1.776 4.909 0.524
O 6.116 3.891 -7.678 -0.600
H -11.676 -7.115 -7.886 0.371
C 4.602 -2.460 8.892 -1.297
O 4.276 4.266 -6.619 -0.608
C -10.682 -7.511 -7.725 -0.489
C -2.537 -3.212 -5.237 -0.047
C 1.853 -0.956 5.643 -1.041
H 2.159 6.307 0.091 0.374
H -11.026 -9.272 -8.899 0.379
H 0.825 4.706 2.203 -0.438
H -2.103 -2.128 7.512 0.423
H -0.486 -0.672 -1.439 0.265
C 0.043 6.063 0.639 -0.770
H 3.354 3.536 -0.932 0.348
O 1.450 2.076 2.310 -0.683
H -0.288 7.111 0.658 0.480
H 4.511 -0.287 8.583 0.305
H 2.922 4.809 -2.112 0.362
C -1.665 4.897 3.494 -1.139
C 4.894 2.075 -6.964 0.081
C 5.833 1.194 -7.475 -0.433
C 5.614 -0.860 4.287 -0.356
H -4.979 -5.296 -4.202 0.439
H -1.589 0.542 2.848 0.410
N -0.406 2.715 4.159 0.392
C -9.777 -6.809 -6.945 -0.282
P -0.140 2.031 2.592 0.260
H -5.810 -4.786 -6.464 0.180
C -10.315 -8.722 -8.296 -0.393
Br -1.671 5.617 6.687 0.057
C -1.241 -1.551 7.157 -1.141
H 4.285 -1.706 -6.662 0.396
H -1.451 2.213 0.942 0.187
H 6.337 -0.869 -7.760 0.378
O -0.871 -2.936 -3.668 -0.576
```

=====

Entry 3:
# C20H34B2Br4F8N2O2Tl

C20H34B2Br4F8N2O2Tl as an isolated structure in a non-equilibrium geometry (ωB97M-V/def2-TZVPD, OMol25).

Output
Multiplicity: 2
Kohn-Sham gap (alpha / beta): 7.81 / 3.83 eV
HOMO (alpha / beta): -8.290 / -8.285 eV

The geometry in XYZ format:
```
73
Properties=species:S:1:pos:R:3:mulliken_charge:R:1
C 7.713 -36.406 -14.251 -0.188
H 11.610 -35.045 -14.591 0.607
H 12.940 -29.543 -8.779 0.302
H 12.183 -34.254 -16.863 0.209
H 6.333 -32.375 -8.132 0.550
F 12.852 -38.216 -13.238 -0.401
H 10.917 -32.134 -11.250 -0.022
C 11.613 -37.217 -6.013 -0.627
C 10.954 -31.699 -10.251 0.280
C 7.603 -37.136 -15.464 -0.759
Br 6.646 -34.800 -7.681 -0.080
Br 10.972 -41.280 -10.945 -0.136
H 13.286 -31.684 -8.032 0.305
H 8.197 -39.076 -12.463 0.163
F 11.952 -37.614 -11.328 -0.169
H 11.236 -29.689 -8.126 0.260
N 11.629 -33.696 -16.229 -0.008
F 10.803 -35.003 -11.630 -0.469
B 9.749 -35.163 -10.724 0.621
H 7.726 -33.025 -8.993 -0.655
H 6.056 -34.167 -10.713 0.230
H 9.733 -40.844 -13.170 0.564
H 9.982 -33.156 -13.487 0.433
H 11.796 -38.288 -6.102 0.321
H 9.207 -38.151 -6.357 0.324
H 11.238 -32.070 -17.503 0.391
O 11.270 -36.492 -7.239 -0.280
H 12.596 -36.927 -5.641 0.335
C 11.270 -34.083 -14.946 -0.800
Tl 12.723 -35.449 -9.575 1.063
Br 3.954 -33.412 -9.456 -0.203
C 8.752 -37.864 -15.561 -0.514
C 5.862 -33.322 -10.053 -0.464
C 10.437 -36.974 -5.091 -0.643
H 8.363 -36.637 -5.796 0.286
H 10.360 -37.718 -4.299 0.375
H 8.689 -39.180 -10.732 0.274
H 10.545 -37.899 -14.200 0.426
C 8.628 -39.706 -11.685 -0.193
Br 7.383 -41.278 -11.557 -0.166
B 13.055 -37.465 -12.105 0.492
C 9.564 -37.526 -14.453 -0.420
C 10.452 -32.003 -15.333 -1.205
C 9.878 -36.230 -7.214 0.099
C 12.227 -31.571 -8.265 -0.612
F 13.305 -36.122 -12.363 -0.410
C 11.503 -30.283 -10.140 -0.694
H 10.781 -29.545 -10.488 0.370
H 9.980 -31.888 -9.799 -0.167
H 9.708 -35.200 -6.902 0.106
F 14.052 -37.909 -11.345 -0.322
H 9.023 -38.521 -16.374 0.507
H 11.639 -31.769 -7.369 0.300
C 11.161 -32.426 -16.486 -0.389
H 10.673 -39.600 -12.560 -0.442
H 7.026 -35.705 -13.801 0.494
H 9.236 -36.218 -12.794 -0.030
F 10.106 -34.469 -9.609 -0.333
C 6.669 -33.184 -8.781 0.208
N 8.890 -36.696 -13.613 0.657
H 6.802 -37.134 -16.187 0.455
H 5.885 -32.435 -10.687 0.415
F 8.524 -34.871 -11.174 -0.308
H 9.894 -31.087 -15.205 0.398
O 11.847 -32.464 -9.367 -0.098
F 9.672 -36.459 -10.311 -0.399
H 12.384 -30.269 -10.782 0.301
H 9.476 -36.482 -8.195 -0.132
C 9.899 -40.298 -12.241 -0.061
H 10.486 -35.955 -4.708 0.249
C 10.447 -33.049 -14.456 0.299
C 12.019 -30.125 -8.746 -0.496
C 9.308 -37.102 -6.077 -0.373
```

=====

Entry 4:
# C2H2LiNdO

C2H2LiNdO as an isolated structure in a non-equilibrium geometry (ωB97M-V/def2-TZVPD, OMol25).

Output
Multiplicity: 5
Kohn-Sham gap (alpha / beta): 5.65 / 4.93 eV
HOMO (alpha / beta): -11.469 / -11.501 eV
Net charge: +1

The geometry in XYZ format:
```
7
Properties=species:S:1:pos:R:3:nbo_charge:R:1
C -1.254 1.590 -0.819 -0.050
C -1.351 1.179 0.463 -0.143
O -1.568 -0.147 0.763 -0.810
H 2.072 -2.697 -2.278 -0.626
Li 2.699 -0.702 1.790 0.894
Nd 0.700 -1.066 -1.264 1.539
H -1.298 1.843 1.344 0.195
```

=====

no.,calculated total energy (eV),molar mass (g mol⁻¹)
1,-5690.21436,66.1
2,-169257.93706,1002.6
3,-336332.23409,1032.1
4,-19619.56796,193.2